Entry 1:
{
  "formula": "C16H55FeO12",
  "method": "the ωB97M-V functional and the def2-TZVPD basis",
  "symbols": ["Fe", "C", "C", "O", "H", "H", "H", "H", "H", "C", "C", "O", "H", "H", "H", "H", "H", "H", "C", "C", "O", "H", "H", "H", "H", "H", "H", "C", "C", "O", "H", "H", "H", "H", "H", "H", "C", "C", "O", "H", "H", "H", "H", "H", "H", "C", "C", "O", "H", "H", "H", "H", "H", "H", "C", "C", "O", "H", "H", "H", "H", "H", "H", "C", "C", "O", "H", "H", "H", "H", "H", "H", "O", "H", "H", "O", "H", "H", "O", "H", "H", "O", "H", "H"],
  "coordinates": [[-3.5380, 0.6241, -2.0350], [0.8780, 0.6495, -1.0071], [-0.5546, 0.3348, -0.6589], [-1.4306, 0.9270, -1.5883], [1.0511, 1.7253, -0.9791], [1.1591, 0.2655, -1.9878], [1.5578, 0.1608, -0.3092], [-0.7005, 0.5603, 0.3975], [-0.6441, -0.7504, -0.6108], [-2.3299, -4.1109, 0.7911], [-3.8349, -4.0262, 0.6394], [-4.3604, -2.9047, 1.3493], [-2.0169, -4.1777, 1.8331], [-1.7435, -3.2471, 0.4782], [-1.9676, -5.0138, 0.2995], [-4.2186, -4.8978, 1.1698], [-4.0895, -4.1352, -0.4148], [-5.3149, -2.8754, 1.2506], [3.5066, -2.5108, 0.0558], [4.5928, -1.5071, -0.2839], [5.6631, -2.0472, -0.9990], [2.5944, -2.0169, 0.3904], [3.8919, -3.2690, 0.7376], [3.2646, -3.0582, -0.8552], [4.9566, -1.0278, 0.6249], [4.2228, -0.6783, -0.8873], [6.4061, -2.1536, -0.4005], [0.8734, -1.5219, 2.6071], [1.0709, -2.6533, 3.6009], [1.7867, -2.2444, 4.7195], [0.7323, -1.8202, 1.5683], [1.7958, -0.9416, 2.6313], [0.0520, -0.8572, 2.8746], [1.6411, -3.4782, 3.1737], [0.0999, -3.0122, 3.9420], [1.9061, -3.0347, 5.2512], [1.8785, 4.2706, -1.6246], [2.0914, 4.1916, -3.1390], [1.1607, 5.0202, -3.8085], [2.3645, 5.1797, -1.2703], [2.3843, 3.4193, -1.1689], [0.8323, 4.1676, -1.3366], [2.1417, 3.1784, -3.5377], [3.0596, 4.6208, -3.3968], [0.3100, 4.5753, -3.8111], [0.7804, 2.7963, 2.5040], [1.1995, 3.9929, 3.3165], [0.0992, 4.8633, 3.5687], [0.4799, 3.1701, 1.5252], [-0.0507, 2.3320, 3.0348], [1.5800, 2.0594, 2.4296], [1.9695, 4.5387, 2.7714], [1.6292, 3.6728, 4.2657], [0.2953, 5.4942, 4.2652], [0.8213, -2.7628, -3.8396], [2.3023, -2.9238, -3.9368], [2.8399, -1.7566, -4.3551], [0.2748, -2.5649, -4.7617], [0.6317, -1.8702, -3.2435], [0.3151, -3.6347, -3.4252], [2.5212, -3.7932, -4.5568], [2.7690, -3.2230, -2.9983], [3.7808, -1.8568, -4.1933], [-2.7424, 0.8433, 2.6622], [-4.1148, 1.1576, 3.2772], [-4.9427, 1.6791, 2.2657], [-2.1856, 1.7530, 2.4377], [-2.7059, 0.0500, 1.9156], [-2.1586, 0.3834, 3.4595], [-4.0246, 1.9676, 4.0010], [-4.5724, 0.2733, 3.7208], [-5.5906, 0.9986, 2.0693], [-3.8482, 2.0181, -0.4132], [-3.3521, 2.8270, -0.2875], [-4.2609, 1.8554, 0.4351], [-1.9830, -2.9223, -2.3479], [-2.3542, -2.3933, -3.0540], [-1.5954, -2.2845, -1.7485], [-0.5530, 0.9269, -4.3191], [-1.4043, 0.9101, -4.7565], [-0.7598, 1.0825, -3.3975], [-1.4811, 3.6885, -0.5296], [-1.3598, 2.7422, -0.6074], [-1.4313, 4.0116, -1.4293]],
  "forces_ev_per_a": [[3.297, 1.713, 2.575], [0.329, 0.125, -0.205], [0.565, -1.115, 0.410], [-3.050, -0.475, -0.949], [0.104, -0.058, -0.028], [-0.158, 0.134, -0.260], [-0.080, 0.119, 0.287], [-0.572, 0.876, 0.048], [-0.249, -0.487, -0.451], [0.459, 0.192, 0.645], [0.409, -0.856, 1.041], [0.380, 0.754, -0.782], [-0.387, -0.278, 0.232], [-0.270, 0.201, -0.659], [0.029, 0.121, -0.148], [-0.130, -0.355, -0.322], [-0.362, 0.568, -0.084], [-0.096, -0.236, 0.043], [0.412, -0.037, -0.617], [-0.322, 0.880, 0.569], [0.429, -0.595, -0.359], [0.161, -0.145, 0.329], [-0.286, 0.153, 0.267], [-0.178, -0.178, -0.288], [-0.041, -0.007, 0.208], [-0.426, 0.061, -0.127], [0.157, -0.151, -0.143], [0.570, 0.482, 0.259], [-0.682, -0.706, -0.601], [0.504, 0.850, 0.685], [-0.153, -0.440, 0.094], [0.043, 0.254, -0.071], [0.013, -0.021, 0.157], [-0.282, -0.193, -0.597], [-0.250, -0.320, -0.270], [0.150, 0.130, 0.313], [0.780, -0.714, -0.508], [0.295, 0.677, 0.302], [-0.212, -0.168, -0.361], [-0.534, 0.014, 0.280], [0.266, 0.031, 0.229], [0.019, 0.420, -0.035], [-0.478, -0.271, 0.007], [0.081, 0.013, 0.154], [-0.079, 0.037, -0.082], [-0.485, 0.328, 0.312], [0.619, 0.599, 0.588], [-0.456, -0.522, -0.488], [-0.181, -0.356, -0.162], [-0.164, -0.147, -0.254], [0.109, 0.151, -0.103], [0.203, 0.089, -0.022], [0.099, -0.110, 0.086], [0.267, -0.084, -0.004], [-0.854, -0.183, 0.156], [-2.831, 1.434, 0.205], [0.294, -0.646, -0.180], [0.464, -0.004, -0.432], [-0.063, -0.023, 0.289], [0.302, 0.000, 0.261], [0.769, -0.794, -0.826], [0.795, -0.418, 0.698], [1.410, 0.650, -0.111], [0.284, -0.387, 1.772], [1.371, -0.013, -0.350], [-1.065, 0.037, -1.514], [-0.210, -0.032, -0.556], [-0.465, 0.340, -0.495], [0.211, 0.033, 0.298], [0.159, -0.335, 0.281], [0.090, 0.086, 0.146], [-0.356, 0.165, -0.002], [-0.532, -1.276, -1.752], [0.913, 0.952, -0.294], [-0.708, -0.389, 1.426], [-0.196, -0.022, -0.032], [-0.055, -0.045, -0.431], [0.253, 0.134, 0.399], [0.117, -0.295, -0.386], [-0.077, 0.104, -0.469], [0.030, 0.083, 0.827], [-0.703, 0.132, 0.416], [0.360, -0.526, -0.222], [0.111, 0.293, -0.262]],
  "lowdin_charge": [1.281, -0.052, -0.374, -0.342, 0.059, 0.066, 0.073, 0.099, 0.081, -0.092, -0.312, -0.085, 0.076, 0.042, 0.087, 0.117, 0.103, 0.079, -0.061, -0.343, -0.063, 0.043, 0.092, 0.045, 0.124, 0.100, 0.099, -0.083, -0.343, -0.056, 0.043, 0.076, 0.059, 0.110, 0.110, 0.095, -0.078, -0.314, -0.065, 0.088, 0.057, 0.042, 0.098, 0.115, 0.068, -0.088, -0.324, -0.072, 0.059, 0.059, 0.074, 0.109, 0.114, 0.087, -0.018, -0.187, 0.274, 0.116, 0.081, 0.101, 0.217, 0.168, 0.170, -0.086, -0.268, -0.088, 0.066, 0.063, 0.073, 0.127, 0.124, 0.094, -0.050, 0.053, 0.034, -0.024, 0.029, -0.001, -0.049, 0.022, -0.038, -0.028, -0.012, 0.051],
  "total_energy_ha": -2808.2890,
  "s_squared": 8.76,
  "lumo_energy_ev": [-8.8943, -11.7928],
  "charge": 2,
  "multiplicity": 6,
  "largest_force_ha_per_bohr": 0.088,
  "de_lowest_kcal_mol": 0.0,
  "gap_ev": [4.62, 1.72]
}



Entry 2:
{
  "formula": "C26H39AsFNO2PtS2Si",
  "method": "the ωB97M-V functional and the def2-TZVPD basis",
  "symbols": ["Pt", "C", "Si", "C", "C", "N", "C", "C", "C", "C", "C", "C", "F", "H", "H", "H", "H", "H", "H", "H", "H", "H", "H", "H", "H", "H", "C", "C", "S", "O", "C", "C", "H", "H", "H", "H", "H", "H", "H", "H", "H", "H", "C", "C", "O", "S", "C", "C", "C", "C", "C", "C", "C", "C", "H", "H", "H", "H", "H", "H", "H", "C", "As", "C", "C", "H", "H", "H", "H", "H", "H", "H", "H", "H"],
  "coordinates": [[-1.4806, 0.6153, 0.2034], [0.8717, 0.7089, 3.4034], [-0.8654, 1.3527, 3.1764], [-1.7677, 1.6025, 4.7999], [-0.7671, 3.0205, 2.3408], [-1.7878, 0.2171, 2.1609], [-2.3127, -0.9781, 2.6201], [-1.7784, -1.6563, 3.7302], [-2.2906, -2.8600, 4.1763], [-3.3746, -3.4419, 3.5333], [-3.9327, -2.8042, 2.4362], [-3.4015, -1.6111, 2.0004], [-3.9917, -1.0278, 0.9344], [1.4976, 1.4836, 3.8541], [1.2829, 0.4623, 2.4212], [0.9393, -0.1813, 4.0292], [-1.1672, 2.2336, 5.4599], [-1.9902, 0.6776, 5.3313], [-2.7146, 2.1191, 4.6230], [-0.3104, 3.7282, 3.0396], [-1.7514, 3.4088, 2.0751], [-0.1569, 2.9870, 1.4373], [-0.9189, -1.2316, 4.2293], [-1.8351, -3.3488, 5.0271], [-3.7812, -4.3830, 3.8771], [-4.7782, -3.2179, 1.9032], [0.3878, -0.8574, -4.7867], [-0.7126, 0.1924, -4.8521], [-1.0164, 0.9699, -3.2501], [-2.0551, 2.0249, -3.4939], [0.5752, 1.8231, -3.1019], [0.4741, 2.9331, -2.0689], [0.4653, -1.3785, -5.7408], [0.1755, -1.5972, -4.0136], [1.3593, -0.4142, -4.5708], [-1.6729, -0.2538, -5.1143], [-0.5034, 0.9940, -5.5632], [0.8459, 2.2104, -4.0869], [1.2936, 1.0636, -2.7885], [-0.2745, 3.6661, -2.3661], [1.4377, 3.4346, -1.9737], [0.2015, 2.5259, -1.0934], [8.5302, -4.4597, -0.7183], [7.2251, -3.7192, -0.5624], [6.6007, -3.6592, 0.4580], [6.6678, -2.9946, -2.1084], [5.1145, -2.3030, -1.6154], [5.0682, -1.1480, -0.8426], [3.8492, -0.6049, -0.4814], [2.6515, -1.1991, -0.8941], [2.7127, -2.3588, -1.6726], [3.9330, -2.9075, -2.0268], [1.3880, -0.6262, -0.5454], [0.2988, -0.1606, -0.2633], [8.8808, -4.7709, 0.2626], [9.2728, -3.8248, -1.2011], [8.3780, -5.3366, -1.3487], [5.9896, -0.6804, -0.5223], [3.8095, 0.2914, 0.1234], [1.7902, -2.8289, -1.9867], [3.9730, -3.8121, -2.6196], [-3.1785, 3.8211, -0.7420], [-3.4563, 1.9594, -0.2948], [-4.6734, 2.1049, 1.2148], [-4.6391, 1.3662, -1.7041], [-4.1394, 4.3281, -0.8310], [-2.6454, 3.8572, -1.6895], [-2.5848, 4.2940, 0.0394], [-5.5258, 2.7328, 0.9556], [-4.1447, 2.5393, 2.0612], [-5.0162, 1.1096, 1.4883], [-5.5428, 1.9754, -1.7031], [-4.8952, 0.3218, -1.5400], [-4.1093, 1.4810, -2.6481]],
  "forces_ev_per_a": [[-0.008, -0.062, 0.126], [0.019, 0.025, -0.001], [-0.052, -0.050, 0.027], [-0.005, -0.008, -0.019], [0.012, -0.017, 0.000], [0.062, 0.158, -0.044], [-0.028, -0.115, 0.006], [0.008, 0.035, -0.002], [-0.017, -0.017, -0.006], [0.011, 0.007, 0.010], [-0.003, -0.001, -0.002], [0.011, 0.027, -0.004], [0.017, 0.024, -0.025], [0.005, -0.005, 0.000], [0.009, -0.009, 0.000], [0.007, 0.016, 0.001], [-0.002, 0.004, -0.001], [0.018, -0.024, -0.007], [-0.004, -0.006, 0.005], [0.004, 0.005, -0.004], [-0.032, -0.002, 0.017], [0.000, 0.003, 0.000], [-0.020, 0.004, 0.000], [0.000, -0.001, 0.001], [-0.001, -0.001, 0.001], [0.001, -0.001, 0.002], [-0.006, 0.000, -0.006], [0.018, -0.017, 0.014], [-0.025, 0.035, 0.014], [0.067, 0.069, -0.035], [-0.028, -0.013, 0.065], [0.023, -0.007, 0.001], [-0.010, -0.005, 0.002], [0.007, 0.007, 0.013], [0.003, -0.005, -0.008], [-0.001, 0.004, -0.013], [0.008, -0.001, -0.001], [-0.025, 0.000, -0.012], [-0.007, 0.011, -0.011], [-0.002, 0.014, -0.012], [-0.003, 0.015, -0.004], [0.009, 0.013, -0.021], [0.039, 0.080, 0.026], [-0.122, -0.239, -0.061], [0.041, 0.095, 0.029], [0.041, 0.068, 0.018], [-0.002, 0.005, 0.009], [0.001, -0.012, -0.013], [-0.002, 0.007, -0.002], [0.006, 0.032, -0.053], [0.002, -0.008, 0.001], [0.002, -0.008, 0.005], [-0.009, -0.035, 0.034], [-0.007, -0.050, -0.014], [0.000, 0.007, -0.005], [0.017, -0.009, -0.010], [-0.021, 0.012, 0.004], [0.006, 0.001, 0.000], [-0.002, 0.000, 0.001], [0.000, 0.000, 0.001], [0.000, 0.002, -0.003], [0.018, -0.025, 0.002], [-0.076, -0.079, 0.024], [-0.016, 0.018, -0.020], [-0.002, 0.030, -0.010], [0.008, -0.009, -0.015], [0.007, 0.018, -0.029], [0.007, 0.007, -0.047], [0.006, 0.008, -0.014], [0.028, 0.013, 0.028], [0.007, 0.010, -0.007], [-0.015, -0.005, 0.014], [-0.008, -0.023, 0.018], [0.004, -0.022, 0.021]],
  "lowdin_charge": [0.745, -0.157, 0.388, -0.162, -0.189, -0.201, -0.288, -0.036, -0.083, -0.084, -0.014, -0.228, 0.009, 0.036, 0.018, 0.024, 0.035, 0.023, 0.029, 0.039, 0.002, 0.015, 0.084, 0.105, 0.103, 0.119, -0.136, -0.400, 0.842, -0.561, -0.391, -0.145, 0.075, 0.071, 0.066, 0.086, 0.090, 0.095, 0.068, 0.062, 0.079, 0.019, -0.080, -0.746, 0.043, 1.000, -0.548, -0.089, -0.024, -0.257, -0.031, -0.093, -0.159, -0.263, 0.084, 0.075, 0.082, 0.111, 0.115, 0.113, 0.104, -0.272, 0.944, -0.280, -0.274, 0.036, 0.009, 0.018, 0.032, 0.014, 0.017, 0.035, 0.027, 0.001],
  "total_energy_ha": -4760.1145,
  "s_squared": 2.02,
  "lumo_energy_ev": [0.6353, -1.4238],
  "multiplicity": 3,
  "largest_force_ha_per_bohr": 0.005,
  "de_lowest_kcal_mol": 0.0,
  "gap_ev": [7.62, 6.33]
}